[1]
84
Properties=species:S:1:pos:R:3:lowdin_charge:R:1 method="wB97M-V/def2-TZVPD" multiplicity=2 orbital_gap_ev="7.22 / 5.66" e_lumo_ev="-10.15 / -11.69" energy_ha=-4569.549955 charge=+3 s_squared=0.762
Ir -0.79 0.11 -0.56 1.11
C 2.04 2.07 -0.13 -0.17
C 2.65 0.84 -0.80 -0.14
O 1.69 -0.21 -0.77 -0.26
C 2.24 -1.51 -0.90 -0.14
C 1.15 -2.55 -0.56 -0.14
O 0.16 -2.04 0.31 -0.24
C 0.60 -1.85 1.66 -0.13
C -0.51 -1.12 2.40 -0.17
O -0.61 0.24 2.02 -0.25
C 0.24 1.11 2.79 -0.12
C 0.78 2.25 1.93 -0.17
O 1.89 1.74 1.23 -0.12
H 1.08 2.32 -0.58 0.10
H 2.73 2.92 -0.24 0.15
H 3.54 0.54 -0.23 0.15
H 2.94 1.05 -1.83 0.14
H 3.09 -1.62 -0.22 0.14
H 2.61 -1.68 -1.92 0.15
H 1.61 -3.44 -0.13 0.15
H 0.61 -2.85 -1.46 0.11
H 1.52 -1.25 1.68 0.14
H 0.79 -2.83 2.11 0.16
H -0.36 -1.20 3.48 0.15
H -1.46 -1.58 2.13 0.09
H 1.10 0.55 3.17 0.14
H -0.34 1.50 3.64 0.14
H 1.10 3.07 2.59 0.15
H 0.01 2.62 1.25 0.10
C -3.98 -0.57 -3.57 -0.17
Si -4.51 0.91 -2.50 0.68
C -3.64 2.58 -2.71 -0.18
C -6.37 0.90 -2.13 -0.17
As -3.20 -0.08 -0.13 0.86
Si -4.11 1.82 1.84 0.71
C -5.92 1.86 1.26 -0.19
C -3.81 0.74 3.37 -0.17
C -3.04 3.36 1.58 -0.16
Si -4.14 -2.45 0.33 0.48
C -3.88 -2.89 2.16 -0.18
C -2.96 -3.39 -0.84 -0.21
C -5.97 -2.36 -0.18 -0.19
H -4.47 -0.50 -4.54 0.06
H -4.28 -1.52 -3.14 0.02
H -2.91 -0.59 -3.75 0.00
H -3.91 3.01 -3.68 0.05
H -2.56 2.49 -2.68 0.00
H -3.94 3.29 -1.94 0.04
H -6.90 0.92 -3.08 0.06
H -6.71 1.77 -1.58 0.03
H -6.71 0.01 -1.60 0.01
H -6.29 0.90 0.91 0.01
H -6.07 2.60 0.47 0.03
H -6.56 2.16 2.09 0.06
H -4.59 -0.01 3.48 0.03
H -3.84 1.35 4.27 0.06
H -2.84 0.25 3.34 0.01
H -2.46 3.29 0.67 0.00
H -2.34 3.49 2.40 0.04
H -3.64 4.27 1.51 0.05
H -2.88 -3.27 2.35 0.03
H -4.57 -3.68 2.45 0.05
H -4.07 -2.06 2.83 0.01
H -1.93 -3.09 -0.67 -0.01
H -3.20 -3.24 -1.89 0.02
H -3.03 -4.46 -0.64 0.05
H -6.51 -1.57 0.35 0.03
H -6.45 -3.30 0.08 0.05
H -6.11 -2.21 -1.25 0.02
C 0.34 -0.25 -7.05 -0.01
C 0.09 -0.23 -5.60 -0.22
C -0.28 -1.37 -4.89 0.03
C -0.56 -1.28 -3.54 -0.14
N -0.46 -0.13 -2.86 -0.04
C -0.05 0.96 -3.51 -0.11
C 0.23 0.95 -4.86 0.03
H -0.12 -1.11 -7.53 0.10
H 1.42 -0.30 -7.23 0.12
H -0.02 0.67 -7.51 0.10
H -0.37 -2.33 -5.39 0.14
H -0.90 -2.15 -2.99 0.11
H 0.03 1.86 -2.93 0.11
H 0.54 1.87 -5.35 0.14
F -1.35 2.20 -0.74 -0.52

***

[2]
84
Properties=species:S:1:pos:R:3:lowdin_charge:R:1 method="wB97M-V/def2-TZVPD" smiles="CCCCCCCCC[C@@]1(F)[N@H+]([PH2]=S)[C@@H](B(O)CC)[C@H](C[C@H](C)F)[C@]1(CCCCOC)B(N)O" orbital_gap_ev=9.17 e_lumo_ev=-3.00 energy_ha=-2229.995543 charge=+1
C -4.71 -1.31 2.31 -0.15
C -5.95 -1.32 1.23 -0.27
C -6.13 0.07 0.38 -0.22
C -4.71 0.45 -0.44 -0.23
C -4.85 1.82 -1.35 -0.20
C -3.49 1.87 -2.31 -0.21
C -2.21 2.29 -1.38 -0.22
C -0.75 1.77 -2.01 -0.21
C -0.63 0.11 -2.05 -0.09
C 0.83 -0.47 -1.61 -0.24
F 1.11 -1.43 -2.75 -0.06
N 1.99 0.45 -1.35 -0.18
P 2.67 1.47 -2.65 0.44
S 1.79 1.31 -4.38 0.28
C 3.21 -0.35 -0.91 -0.16
B 4.31 0.43 0.05 -0.33
O 5.47 -0.37 0.51 0.06
C 4.22 2.01 0.52 -0.16
C 5.06 2.93 -0.56 -0.13
C 2.53 -1.76 -0.32 -0.16
C 3.24 -3.04 -1.04 -0.08
C 3.68 -4.25 0.02 -0.24
C 2.41 -5.01 0.71 -0.07
F 4.66 -3.75 1.05 -0.12
C 0.91 -1.55 -0.33 -0.15
C 0.65 -0.98 1.19 -0.12
C -0.62 0.05 1.34 -0.17
C -0.54 0.64 2.91 -0.15
C -0.24 2.25 2.98 -0.25
O 0.83 2.73 2.10 -0.29
C 0.94 4.18 2.43 -0.11
B -0.10 -2.80 -0.64 -0.42
N -1.56 -2.68 -0.13 0.10
O 0.20 -4.03 -1.41 0.02
H -4.30 -0.21 2.44 0.07
H -5.01 -1.72 3.38 0.09
H -3.84 -1.96 1.84 0.06
H -5.83 -2.26 0.51 0.11
H -6.96 -1.47 1.84 0.11
H -6.33 0.99 1.12 0.13
H -6.95 -0.02 -0.46 0.12
H -4.35 -0.49 -1.06 0.12
H -3.91 0.59 0.42 0.08
H -5.85 1.87 -1.97 0.12
H -4.74 2.76 -0.63 0.13
H -3.70 2.75 -3.08 0.12
H -3.31 0.85 -2.87 0.11
H -2.16 3.47 -1.28 0.13
H -2.30 1.90 -0.26 0.09
H -0.69 2.21 -3.09 0.09
H 0.07 2.26 -1.29 0.09
H -1.54 -0.26 -1.36 0.12
H -0.96 -0.18 -3.16 0.15
H 1.81 1.10 -0.55 0.14
H 4.09 1.34 -2.86 0.03
H 2.46 2.86 -2.22 0.03
H 3.70 -0.61 -1.96 0.14
H 5.53 -0.33 1.51 0.13
H 3.13 2.44 0.57 0.09
H 4.69 2.08 1.60 0.13
H 5.87 3.57 0.03 0.11
H 4.34 3.67 -1.10 0.07
H 5.58 2.25 -1.38 0.08
H 3.03 -1.79 0.76 0.15
H 4.28 -2.65 -1.47 0.14
H 2.67 -3.46 -1.99 0.14
H 4.29 -5.07 -0.60 0.16
H 1.87 -5.64 -0.14 0.10
H 2.76 -5.82 1.51 0.10
H 1.66 -4.30 1.28 0.09
H 0.53 -1.94 1.89 0.15
H 1.59 -0.41 1.64 0.13
H -1.68 -0.43 1.25 0.10
H -0.47 0.99 0.65 0.09
H -1.56 0.40 3.48 0.13
H 0.30 0.08 3.50 0.11
H -1.26 2.84 2.85 0.14
H 0.12 2.47 4.09 0.14
H 0.71 4.84 1.47 0.11
H 0.19 4.50 3.29 0.10
H 2.04 4.38 2.84 0.11
H -2.13 -2.73 -1.03 0.10
H -1.75 -3.59 0.35 0.09
H 0.01 -3.90 -2.40 0.15